Record 1
Molecular formula: C30H68N2O18S
Method: DFT, ωB97M-V with the def2-TZVPD basis set

Geometry as XYZ:
```
119
Properties=species:S:1:pos:R:3
S 0.138 0.510 -0.604
O 1.754 -4.818 -1.997
O 4.225 -1.996 -2.367
O 5.286 0.510 1.675
O -0.198 -6.226 -1.771
O 0.313 1.065 -1.925
O 0.269 -2.971 4.818
O 0.193 4.285 4.278
O -1.893 6.219 -0.919
O 0.015 -0.917 -0.703
O -4.265 2.119 2.615
O -5.555 -1.836 -1.353
O 1.222 0.988 0.205
O 5.298 1.808 -0.146
O -1.110 1.028 -0.089
O 0.177 5.174 -1.196
O -3.942 -3.323 -0.697
O 3.472 -0.167 -3.463
O -4.051 -0.007 2.913
N 2.723 2.842 -1.446
N 0.127 -1.042 -3.627
C -3.550 -1.029 -0.223
C -1.020 5.231 -1.101
C 0.544 -1.839 2.585
C 0.827 3.285 2.078
C -1.735 3.898 -1.497
C 4.028 1.128 2.228
C -6.237 -2.861 -1.950
C 3.862 0.676 3.592
C -1.327 7.495 -0.625
C -7.722 -2.468 -1.945
C 5.649 0.804 0.513
C -5.091 0.039 3.942
C -0.093 4.041 3.092
C -2.400 8.580 -0.714
C -3.678 1.114 2.360
C -2.491 1.079 1.424
C 3.232 -4.665 -3.970
C 2.272 -5.533 -3.110
C 5.428 -1.332 -4.346
C 0.539 -5.221 -1.462
C -1.537 -3.312 3.048
C 3.281 -1.774 -1.269
C 4.298 -1.128 -3.348
C 6.797 -0.135 -0.013
C 0.032 -4.263 -0.403
C -4.344 -2.266 -0.744
C 3.519 -2.733 -0.038
C -1.404 4.619 2.459
C -5.123 -1.447 4.558
C -0.196 -2.752 3.600
H 0.857 -0.916 3.031
H 1.553 2.628 2.684
H 1.302 3.963 1.451
H -0.449 -4.494 0.521
H 3.560 -5.180 -5.009
H 4.685 1.222 4.178
H -2.184 3.448 -0.691
H 1.465 -5.774 -3.676
H 2.637 -6.491 -2.789
H -7.757 -1.560 -2.563
H -2.786 -1.218 0.579
H -2.512 8.626 -1.776
H -2.603 4.114 -2.205
H -5.570 -2.236 3.757
H -8.121 -2.138 -0.902
H -0.996 7.367 0.432
H -5.847 -3.157 -2.873
H 1.372 -2.242 1.932
H 2.301 -1.897 -1.716
H 3.266 -3.819 -0.369
H -1.965 9.398 -0.296
H 5.316 -0.351 -4.865
H -2.095 4.768 3.208
H -5.811 -1.694 5.458
H -1.740 1.864 1.721
H 7.050 -0.114 -0.975
H -6.293 -3.791 -1.551
H -4.083 -0.619 0.398
H -0.151 -1.716 -3.050
H 6.773 -1.294 0.143
H 1.609 3.132 -1.163
H 0.132 -1.459 -4.727
H 4.206 -0.427 3.707
H 2.667 -3.831 -4.321
H 2.768 0.707 4.121
H -3.238 8.071 -0.177
H -0.756 -3.797 -0.831
H 4.446 -2.776 0.341
H -4.324 -1.637 4.962
H 7.810 -0.072 0.353
H -2.730 0.670 0.295
H -2.099 0.130 1.491
H -5.933 0.454 3.460
H -1.841 4.030 1.674
H -1.189 -4.017 2.366
H -0.166 -1.598 1.828
H 3.122 2.345 -0.680
H -3.001 -0.385 -0.809
H 5.289 -2.291 -5.104
H 3.552 3.579 -1.437
H 6.404 -1.626 -3.635
H -8.395 -3.390 -2.218
H 4.291 -4.287 -3.418
H 3.176 -2.191 0.884
H -0.509 7.601 -1.146
H 3.998 2.250 2.497
H -2.021 -2.534 2.484
H -1.170 3.021 -1.903
H 2.776 2.085 -2.101
H 0.807 -0.465 -3.272
H -1.230 5.844 2.184
H -0.553 -0.229 -3.307
H -2.036 -3.898 3.994
H 3.363 -0.592 -0.892
H 3.107 0.628 1.510
H 0.233 2.708 1.473
H 0.600 -3.506 -0.255
H -4.884 0.637 4.652
```

Properties
- spin multiplicity = 1
- orbital gap (eV) = 7.48
- E_tot (eV) = -82866.27396
- energy above the lowest of the compared OMol25 structures with the same formula, charge and spin (kJ/mol) = 51.99

***

Record 2
Molecular formula: C30H69ClN8O13
Method: DFT, ωB97M-V with the def2-TZVPD basis set

Geometry as XYZ:
```
121
Properties=species:S:1:pos:R:3
Cl -0.068 1.423 -0.767
O -0.722 0.726 0.328
O -0.911 1.611 -1.898
O -1.209 5.133 -1.287
O 4.080 6.402 1.438
O -1.295 -4.384 -0.350
O -1.308 4.151 -3.546
O 1.116 0.662 -1.117
O 1.231 -3.271 2.717
O 2.226 1.357 3.864
O 0.797 -3.237 -5.921
O -5.078 0.914 4.934
O 1.107 3.389 -4.079
O 0.416 2.670 -0.207
N 0.268 2.135 3.135
N 1.535 -1.052 2.360
N 2.833 2.571 -3.010
N -1.468 4.637 0.850
N 2.007 -3.127 -5.470
N 5.074 6.081 -0.542
N -1.036 -2.379 0.558
N -4.621 -0.290 4.811
C 3.178 3.649 -5.224
C 1.660 -2.473 -3.026
C 4.177 5.751 0.413
C 3.409 4.456 0.250
C -3.785 -0.212 2.372
C 1.066 1.667 4.112
C 4.466 -3.215 -4.020
C 3.732 -1.908 -4.294
C 4.217 -4.153 -5.184
C -5.597 -1.369 5.086
C -3.934 -2.943 3.924
C 2.620 -2.160 4.270
C 2.163 -5.362 -4.356
C 2.776 -5.075 -6.861
C -2.175 -2.574 -1.650
C 2.301 3.082 -4.134
C 1.759 -2.207 3.003
C -2.882 -1.850 3.993
C 1.667 -0.683 -4.700
C -4.880 -2.741 5.053
C 0.534 1.715 5.522
C -6.168 -1.140 6.484
C -1.522 -3.183 -0.427
C -1.951 6.915 0.207
C -3.510 -0.410 3.860
C -1.605 5.491 -0.179
C -6.742 -1.435 4.084
C 2.709 -4.439 -5.470
C 2.203 -2.091 -4.419
C -2.309 0.484 4.195
H -2.850 -3.376 -1.945
H -2.134 -2.027 4.769
H 1.827 -5.276 -7.365
H -2.084 0.520 5.260
H -4.398 -2.953 6.016
H 3.515 -2.761 4.134
H -7.476 -2.171 4.415
H -1.464 -2.391 -2.452
H -0.518 3.649 -3.869
H 0.786 -3.119 -3.145
H -0.755 -2.924 1.366
H -2.570 1.481 3.836
H -1.527 4.901 -4.107
H 1.358 -1.583 -2.474
H -3.913 0.870 2.236
H 3.525 3.977 1.222
H -7.246 -0.481 3.916
H 4.168 3.201 -5.175
H 1.933 0.027 -3.924
H -4.491 -2.892 2.985
H 5.536 -3.071 -3.874
H -3.486 -3.931 4.040
H -2.276 -1.966 3.090
H 2.518 -5.211 -3.338
H 2.284 -3.042 -2.336
H 5.042 5.619 -1.435
H -2.946 7.113 -0.201
H 2.333 -6.399 -4.647
H -0.510 2.013 5.607
H 1.083 -5.224 -4.273
H -6.517 -1.775 3.069
H -1.001 3.774 0.580
H -6.958 -1.892 6.539
H -5.628 -3.539 5.126
H 1.969 -0.195 2.679
H 2.016 -2.563 5.082
H 3.979 -1.238 -3.467
H -1.289 7.605 -0.312
H -5.431 -1.066 7.279
H 3.272 -4.449 -7.607
H 3.840 3.882 -0.566
H -1.595 -1.541 0.622
H 0.636 0.784 6.075
H -2.709 -1.685 -1.312
H 0.593 -0.853 -4.805
H 4.673 -5.142 -5.094
H -1.404 0.103 3.726
H 2.240 2.286 -2.239
H 1.084 -0.961 1.461
H 5.801 6.774 -0.511
H 4.631 -3.759 -6.116
H 3.221 4.725 -5.057
H -6.745 -0.213 6.511
H 4.023 -3.656 -3.126
H 2.073 -0.327 -5.650
H 2.795 -1.113 4.525
H 1.089 2.507 6.029
H -4.680 -0.669 1.953
H 2.334 4.612 0.177
H 3.335 -6.009 -6.929
H 3.789 2.838 -2.841
H -2.930 -0.360 1.714
H -1.282 4.312 -2.551
H 2.719 3.495 -6.197
H 4.119 -1.470 -5.219
H -1.813 4.837 1.771
H -0.595 2.642 3.221
H -1.952 7.069 1.281
H 0.483 1.950 2.164
```

Properties
- spin multiplicity = 3
- <S²> = 2.008
- orbital gap (alpha / beta) (eV) = 7.48 / 8.25
- E_tot (eV) = -83281.30523

***

Record 3
Molecular formula: C30H69N6O6
Method: DFT, ωB97M-V with the def2-TZVPD basis set

Geometry as XYZ:
```
111
Properties=species:S:1:pos:R:3
O 85.817 51.422 60.383
O 85.008 46.398 58.735
O 81.225 59.148 55.508
O 85.769 49.197 53.043
O 77.825 56.084 60.235
O 85.747 53.972 59.788
N 82.134 54.234 52.841
N 81.913 48.879 56.324
N 88.214 53.996 55.932
N 81.306 51.001 59.724
N 85.613 56.635 56.345
N 83.568 52.777 56.533
C 88.922 55.333 58.175
C 85.587 51.512 55.709
C 85.727 56.146 61.078
C 81.844 56.689 53.634
C 83.234 54.119 57.062
C 82.171 48.312 53.680
C 84.894 46.727 56.289
C 82.095 55.564 58.542
C 79.952 59.146 56.067
C 82.372 52.278 55.776
C 84.853 50.708 56.901
C 87.942 51.496 59.349
C 82.178 54.107 58.159
C 84.060 51.754 57.513
C 79.043 49.947 58.674
C 86.342 49.862 51.891
C 86.171 54.673 61.019
C 78.645 54.017 59.411
C 78.052 55.375 59.105
C 81.986 55.314 53.191
C 80.321 50.497 59.267
C 84.801 47.455 57.709
C 86.351 56.180 53.814
C 87.026 50.775 60.371
C 79.953 58.755 57.601
C 85.962 56.407 55.228
C 85.541 51.180 51.739
C 84.746 52.823 55.635
C 82.026 48.664 55.158
C 88.594 54.587 56.857
H 81.044 47.955 53.209
H 77.047 55.302 58.549
H 82.224 56.465 57.880
H 80.690 57.020 53.775
H 88.633 56.280 58.155
H 87.245 50.864 61.319
H 87.269 50.121 51.957
H 82.403 56.749 54.518
H 86.730 55.195 53.392
H 82.172 53.260 58.969
H 87.164 56.835 53.473
H 85.729 50.785 54.891
H 85.730 50.336 57.580
H 82.897 47.549 53.834
H 88.532 52.408 59.797
H 79.213 49.185 57.803
H 87.132 51.623 58.468
H 78.894 58.626 57.694
H 83.271 51.185 58.320
H 86.338 56.773 60.537
H 85.679 51.777 52.608
H 85.317 50.883 60.817
H 84.291 52.950 54.647
H 85.632 45.925 56.390
H 77.440 57.049 60.011
H 89.922 55.593 58.245
H 85.902 52.961 59.801
H 77.872 53.486 60.105
H 84.538 52.389 58.165
H 83.978 46.312 55.942
H 86.616 51.908 56.149
H 85.899 56.579 62.082
H 84.711 56.265 60.775
H 79.392 54.166 60.022
H 86.253 48.515 53.265
H 85.586 56.362 53.226
H 80.401 59.553 58.134
H 78.680 50.717 57.979
H 81.184 55.667 59.049
H 81.836 53.162 55.027
H 86.374 49.283 50.854
H 85.799 51.709 51.042
H 81.625 60.010 55.517
H 88.635 55.012 59.068
H 82.382 49.243 53.199
H 85.123 47.369 55.521
H 82.639 51.463 55.107
H 84.556 51.079 51.659
H 86.869 49.703 60.011
H 81.454 51.778 56.529
H 79.493 59.962 55.888
H 81.403 53.674 57.767
H 82.891 54.852 56.334
H 84.750 46.622 59.655
H 85.191 53.607 55.833
H 78.751 56.117 58.652
H 84.267 49.841 56.404
H 80.361 57.692 57.581
H 82.820 55.689 59.325
H 83.813 47.954 58.073
H 84.232 54.611 57.451
H 82.374 57.565 53.173
H 78.852 53.374 58.532
H 87.289 54.755 60.980
H 79.446 58.284 55.711
H 85.890 54.126 61.970
H 85.539 48.032 57.829
H 78.340 49.590 59.333
H 88.734 50.813 59.311
```

Properties
- spin multiplicity = 1
- orbital gap (eV) = 9.96
- net charge = +1
- E_tot (eV) = -53431.75728
- energy above the lowest of the compared OMol25 structures with the same formula, charge and spin (kJ/mol) = 168.64

***

Record 4
Molecular formula: C30H70N10O10
Method: DFT, ωB97M-V with the def2-TZVPD basis set

Geometry as XYZ:
```
120
Properties=species:S:1:pos:R:3
O 4.487 4.456 0.446
O -0.260 -2.902 -4.380
O 1.440 0.023 -0.061
O 4.371 -4.167 -1.355
O 3.130 -2.752 3.744
O -1.871 3.012 -3.905
O -1.486 -4.388 0.390
O -0.591 6.131 1.608
O -2.087 1.245 4.231
O -4.331 -0.605 0.371
N -2.548 5.991 0.674
N 2.855 -1.255 2.066
N -2.728 -2.066 -0.427
N 1.715 -3.425 -5.207
N -0.159 -6.154 0.111
N -3.683 2.565 3.432
N 4.125 -2.547 0.100
N -1.965 1.719 -2.114
N 2.563 5.520 0.901
N -0.817 0.161 -0.188
C 4.276 -1.426 -0.900
C 3.300 4.488 0.349
C -1.089 -5.560 0.701
C 2.478 3.435 -0.337
C -1.251 2.309 -3.069
C 0.268 -2.087 -6.633
C 3.042 6.605 1.616
C 3.851 -4.759 0.869
C -2.425 2.340 3.771
C 2.105 -4.156 -4.015
C -1.307 3.355 3.495
C 0.333 -1.630 -1.417
C -1.004 1.179 0.732
C -2.376 4.587 0.066
C 1.079 -2.707 2.566
C 0.709 -5.606 -0.916
C 4.097 -3.761 -0.228
C -2.063 8.067 1.751
C -3.378 -1.313 0.514
C 2.445 -2.234 2.903
C -2.876 -1.474 1.917
C 0.203 1.995 -3.089
C 4.072 -0.414 2.324
C 0.342 -0.449 -0.450
C -1.628 -6.164 2.113
C -4.687 1.579 3.353
C -3.205 -2.033 -1.784
C -3.444 1.763 -1.876
C -1.616 6.615 1.356
C 0.532 -2.819 -5.356
H 0.016 -7.113 0.419
H -1.919 1.410 1.113
H -1.836 -2.605 -0.104
H -4.299 -1.946 -1.869
H 0.201 -5.391 -1.920
H 4.201 -1.841 -2.005
H 3.969 6.826 1.350
H -3.673 1.880 -0.916
H -2.146 -2.306 2.140
H 2.631 -3.377 -5.903
H -0.328 -1.227 -2.100
H 1.187 -4.783 -0.415
H -0.381 3.104 3.959
H -2.037 8.648 0.889
H 0.819 -3.021 1.453
H -5.530 1.956 4.093
H -4.169 2.391 -2.353
H 3.835 -2.412 1.117
H 3.882 -5.537 0.180
H 3.066 6.480 2.600
H 0.474 -1.156 -6.868
H 1.368 3.230 0.050
H 4.505 -4.684 1.714
H 5.111 -0.765 2.035
H -3.605 -1.535 2.559
H -1.629 4.406 3.779
H 4.274 -0.021 3.558
H 1.116 -3.667 3.100
H 0.260 -2.335 2.976
H -0.885 2.230 0.137
H 5.392 -0.984 -0.770
H 2.531 3.434 -1.515
H -1.302 4.647 0.061
H 0.742 2.645 -3.647
H 0.079 0.956 -3.796
H -3.066 7.916 2.211
H 1.560 -4.094 -3.108
H -1.161 3.332 2.306
H -2.766 -3.005 -2.137
H 3.804 0.630 2.012
H 3.037 -3.767 -3.510
H -2.671 3.819 0.565
H -1.345 -5.388 2.835
H -1.354 8.439 2.666
H -3.512 6.541 0.409
H 2.476 7.406 1.504
H 1.228 -1.746 -1.930
H -5.150 1.442 2.474
H -2.748 -1.232 -2.347
H 2.271 -0.832 1.342
H 1.606 -6.380 -0.955
H 1.624 5.379 0.955
H -1.487 -7.305 2.499
H 0.687 1.811 -2.177
H 0.401 -2.706 -7.498
H -4.138 0.633 3.602
H -1.410 0.999 -1.398
H 2.359 -5.251 -4.347
H -3.613 0.669 -2.220
H -0.824 -1.951 -6.691
H -0.380 1.066 1.506
H -2.686 -6.052 1.941
H -3.974 3.572 3.129
H 3.774 -0.554 -0.790
H -1.718 -0.315 -0.349
H -2.442 -0.507 2.359
H 0.036 -2.426 -0.943
H -2.811 4.570 -0.946
H 2.752 2.355 0.027
H 2.783 -4.889 1.139
```

Properties
- spin multiplicity = 1
- orbital gap (eV) = 9.26
- structure (SMILES) = CNC(C)=O.CNC(C)=O.CNC(C)=O.CNC(C)=O.CNC(C)=O.CNC(C)=O.CNC(C)=O.CNC(C)=O.CNC(C)=O.CNC(C)=O
- E_tot (eV) = -67612.47421
- energy above the lowest of the compared OMol25 structures with the same formula, charge and spin (kJ/mol) = 1469.16